81
Properties=species:S:1:pos:R:3 method="wB97M-V/def2-TZVPD" homo_ev="-9.86 / -9.86" largest_force_ev_per_a=0.7 e_tot_ev=-176136.4510 lumo_ev="-3.99 / -3.99" total_charge=+1
Pd -0.800 1.078 -0.953
Te 1.174 0.324 -2.422
C 2.988 0.444 -1.355
C 3.137 1.048 -0.114
C 4.379 1.064 0.507
C 5.474 0.471 -0.103
C 5.322 -0.145 -1.337
C 4.084 -0.160 -1.964
H 2.288 1.498 0.374
H 4.490 1.539 1.474
H 6.442 0.487 0.381
H 6.170 -0.614 -1.818
H 3.983 -0.641 -2.931
C -3.852 0.108 -2.049
O -3.396 0.675 -0.819
H -4.420 0.847 -2.613
H -4.482 -0.764 -1.872
H -2.983 -0.211 -2.623
H -3.892 0.302 -0.086
C 2.573 4.054 -1.581
Ge 1.338 4.731 -0.241
C 1.053 3.587 1.319
C 1.864 6.508 0.361
C -0.430 4.936 -1.091
Se -1.443 3.353 -1.611
C -0.907 3.338 -3.479
H 3.598 4.072 -1.212
H 2.520 4.685 -2.470
H 2.335 3.032 -1.868
H 1.958 3.525 1.924
H 0.750 2.580 1.034
H 0.262 4.016 1.938
H 2.827 6.466 0.869
H 1.127 6.907 1.058
H 1.949 7.197 -0.479
H -0.363 5.531 -2.003
H -1.084 5.474 -0.403
H 0.171 3.460 -3.529
H -1.422 4.144 -3.996
H -1.188 2.376 -3.899
O -1.032 -0.951 -0.786
P -1.204 -1.912 0.367
N -2.483 -2.882 0.043
C -2.795 -3.435 -1.278
C -4.268 -3.843 -1.147
C -4.498 -4.036 0.370
C -3.139 -3.750 1.022
N 0.116 -2.867 0.616
C 1.380 -2.196 0.989
C 2.402 -3.311 0.848
C 1.949 -3.990 -0.442
C 0.417 -3.931 -0.379
N -1.472 -1.137 1.799
C -1.323 -1.811 3.110
C -0.554 -0.816 3.969
C -1.072 0.524 3.457
C -1.183 0.306 1.949
H -2.185 -4.323 -1.478
H -2.600 -2.702 -2.058
H -4.475 -4.746 -1.718
H -4.921 -3.061 -1.533
H -4.853 -5.035 0.617
H -5.239 -3.327 0.734
H -2.567 -4.676 1.157
H -3.229 -3.261 1.988
H 1.319 -1.788 1.997
H 1.616 -1.378 0.298
H 2.314 -3.999 1.692
H 3.425 -2.940 0.810
H 2.315 -5.010 -0.543
H 2.306 -3.421 -1.303
H -0.016 -4.876 -0.043
H 0.002 -3.697 -1.361
H -0.826 -2.774 2.994
H -2.310 -1.986 3.549
H 0.521 -0.902 3.799
H -0.737 -0.966 5.032
H -0.420 1.364 3.694
H -2.057 0.732 3.878
H -0.236 0.569 1.460
H -1.980 0.918 1.516